No. 1
Molecular formula: C5H8O
Method: DFT, ωB97M-V/def2-TZVPD

Geometry (Å):
1 C -1.48780 -0.25511 -0.41431
2 C -0.72787 0.90272 0.23642
3 C 0.52123 0.19524 0.74373
4 C 1.62885 0.10299 -0.26216
5 C 0.64433 -1.04450 -0.07437
6 O -0.46397 -1.10935 -0.94527
7 H -2.13995 0.03093 -1.24570
8 H -2.09835 -0.77824 0.34014
9 H -0.44970 1.63675 -0.52915
10 H -1.26523 1.42474 1.03101
11 H 0.76310 0.14759 1.79958
12 H 1.51682 0.67542 -1.17922
13 H 2.64240 0.12118 0.13632
14 H 0.94426 -2.01469 0.32103

The energy above the lowest of the compared OMol25 structures with the same formula, charge and spin is 150.9 kJ/mol. Its net charge is 0. The largest force on an atom is 0.013 Eh/bohr.


No. 2
Molecular formula: C5H8O
Method: DFT, ωB97M-V/def2-TZVPD

Geometry (Å):
1 C -1.50521 -0.30473 -0.32689
2 C -0.73766 0.86468 0.30630
3 C 0.55033 0.17847 0.80168
4 C 1.64082 0.17427 -0.32291
5 C 0.66378 -0.94580 -0.15286
6 O -0.48891 -1.10132 -0.93340
7 H -2.20467 0.02295 -1.10241
8 H -2.06554 -0.90379 0.40942
9 H -0.49265 1.55759 -0.50380
10 H -1.30226 1.42233 1.06164
11 H 0.63329 0.02749 1.88085
12 H 1.49348 1.01010 -0.99868
13 H 2.69015 -0.14431 -0.33610
14 H 1.12506 -1.85794 0.21713

The energy above the lowest of the compared OMol25 structures with the same formula, charge and spin is 181.1 kJ/mol. Its net charge is 0. The largest force on an atom is 0.021 Eh/bohr.


No. 3
Molecular formula: C5H8O
Method: DFT, ωB97M-V/def2-TZVPD

Geometry (Å):
1 C -1.82639 0.30939 -0.49361
2 C -0.38164 0.14230 -0.13562
3 C 0.63394 0.96738 -0.39443
4 C 1.95314 0.46340 0.06186
5 O 1.44329 -0.86588 0.95148
6 C 0.09729 -1.10583 0.56672
7 H -2.16130 -0.47340 -1.18700
8 H -2.00748 1.27527 -0.97189
9 H -2.46979 0.24224 0.39235
10 H 0.50900 1.93548 -0.88208
11 H 2.44870 1.16105 0.76761
12 H 2.19111 -0.72672 -0.07126
13 H -0.45983 -1.32956 1.48300
14 H 0.02996 -1.99511 -0.08712

The energy above the lowest of the compared OMol25 structures with the same formula, charge and spin is 394.6 kJ/mol. Its net charge is 0. The largest force on an atom is 0.054 Eh/bohr.


No. 4
Molecular formula: C5H8O
Method: DFT, ωB97M-V/def2-TZVPD

Geometry (Å):
1 C 1.33908 0.85057 -0.81512
2 C 0.42148 -0.28245 -0.40304
3 C -0.01731 -0.28772 1.07967
4 C -1.49831 -0.55224 0.95104
5 C -1.82755 -0.44772 -0.33271
6 O -0.79533 -0.19563 -1.18282
7 H 0.87918 1.81890 -0.59008
8 H 2.29251 0.78506 -0.27935
9 H 1.53634 0.80772 -1.89061
10 H 0.87823 -1.24940 -0.65469
11 H 0.17824 0.68048 1.56491
12 H 0.51426 -1.05635 1.65221
13 H -2.18279 -0.73233 1.76930
14 H -2.79676 -0.51747 -0.81224

The energy above the lowest of the compared OMol25 structures with the same formula, charge and spin is 81.0 kJ/mol. Its net charge is 0. The largest force on an atom is 0.005 Eh/bohr.


No. 5
Molecular formula: C5H8O
Method: DFT, ωB97M-V/def2-TZVPD

Geometry (Å):
1 O 0.01124 -1.72943 -0.67184
2 C -0.35728 -0.87760 0.38748
3 C 0.91742 -0.39272 1.02991
4 C 0.95714 0.88357 0.13619
5 C -0.26472 0.97902 -1.27073
6 C -0.77748 0.51396 -0.04064
7 H -0.75178 -1.84026 -1.24904
8 H -1.06518 -1.33816 1.07324
9 H 1.70207 -1.16002 1.04751
10 H 0.69738 -0.11917 2.08097
11 H 1.15909 1.78428 0.71156
12 H 0.06755 0.32714 -2.06245
13 H -0.73338 1.91363 -1.65266
14 H -1.56208 1.05575 0.48049

The energy above the lowest of the compared OMol25 structures with the same formula, charge and spin is 412.2 kJ/mol. Its net charge is 0. The largest force on an atom is 0.062 Eh/bohr.


No. 6
Molecular formula: C5H8O
Method: DFT, ωB97M-V/def2-TZVPD

Geometry (Å):
1 C 0.05273 0.29147 -1.64491
2 C -0.22737 -0.68475 -0.53175
3 C 0.76062 -0.97216 0.54476
4 C -0.51119 -0.20862 0.87069
5 C -0.33558 1.18888 1.37903
6 O -0.80712 1.53471 2.43507
7 H 0.73356 1.09125 -1.33160
8 H 0.50801 -0.22720 -2.49104
9 H -0.88115 0.75810 -1.97763
10 H -0.83846 -1.53892 -0.81571
11 H 1.70280 -0.41656 0.49034
12 H 0.89705 -1.97459 0.93903
13 H -1.35073 -0.70799 1.36214
14 H 0.29682 1.86638 0.77159

The energy above the lowest of the compared OMol25 structures with the same formula, charge and spin is 119.2 kJ/mol. Its net charge is 0. The largest force on an atom is 0.014 Eh/bohr.


No. 7
Molecular formula: C5H8O
Method: DFT, ωB97M-V/def2-TZVPD

Geometry (Å):
1 C -0.70574 -0.85372 -1.05378
2 C 0.22905 -1.51957 -0.07516
3 C 0.01757 -0.03455 -0.04411
4 C 0.85482 1.21691 -0.24561
5 O 0.84854 1.45642 1.16616
6 C -0.37720 0.70213 1.23401
7 H -0.31815 -0.76460 -2.06782
8 H -1.77776 -1.00981 -0.99440
9 H -0.25596 -2.04825 0.74656
10 H 1.13717 -1.99947 -0.42760
11 H 1.80166 1.33018 -0.74998
12 H 0.20464 1.96923 -0.74442
13 H -0.48336 0.14074 2.16677
14 H -1.22731 1.38332 1.08356

The energy above the lowest of the compared OMol25 structures with the same formula, charge and spin is 254.1 kJ/mol. Its net charge is 0. The largest force on an atom is 0.018 Eh/bohr.


No. 8
Molecular formula: C5H8O
Method: DFT, ωB97M-V/def2-TZVPD

Geometry (Å):
1 C 1.60154 0.35913 -0.00052
2 C 0.47765 -0.58202 -0.38512
3 C -0.36939 -1.12272 0.72788
4 C -0.97568 -0.21491 -0.32480
5 C -1.42348 1.20665 -0.19190
6 O -0.77502 2.16255 -0.54463
7 H 1.38967 0.83794 0.96306
8 H 2.51083 -0.24945 0.10543
9 H 1.77482 1.15218 -0.73362
10 H 0.72361 -1.25884 -1.19544
11 H -0.15909 -0.75714 1.73214
12 H -0.67386 -2.16206 0.68584
13 H -1.64787 -0.74285 -1.00831
14 H -2.45370 1.37153 0.16999

The energy above the lowest of the compared OMol25 structures with the same formula, charge and spin is 134.5 kJ/mol. Its net charge is 0. The largest force on an atom is 0.007 Eh/bohr.


No. 9
Molecular formula: C5H8O
Method: DFT, ωB97M-V/def2-TZVPD

Geometry (Å):
1 O 1.41401 0.39407 1.49863
2 C 0.72612 0.05164 0.33898
3 C -0.17022 -1.16566 0.54812
4 C -1.19653 -0.66279 -0.46628
5 C -0.65884 0.74227 -0.26656
6 C 0.62198 0.95221 -0.92529
7 H 2.29915 0.72510 1.31706
8 H -0.59308 -0.99866 1.55267
9 H 0.18793 -2.19953 0.51064
10 H -2.24197 -0.82372 -0.20918
11 H -1.00490 -1.06557 -1.46805
12 H -1.19895 1.50962 0.27170
13 H 0.99267 1.97408 -0.77805
14 H 0.82265 0.56694 -1.92438

The energy above the lowest of the compared OMol25 structures with the same formula, charge and spin is 263.7 kJ/mol. Its net charge is 0. The largest force on an atom is 0.037 Eh/bohr.


No. 10
Molecular formula: C5H8O
Method: DFT, ωB97M-V/def2-TZVPD

Geometry (Å):
1 C -1.36095 -0.19917 -0.50270
2 C -0.77794 0.81999 0.50596
3 C 0.61973 0.27920 0.74992
4 C 1.43533 0.07454 -0.50855
5 C 0.65786 -1.05879 0.09882
6 O -0.60414 -1.39817 -0.39937
7 H -1.27742 0.19338 -1.52396
8 H -2.40935 -0.44164 -0.30979
9 H -0.77581 1.83008 0.07702
10 H -1.35177 0.85304 1.43644
11 H 1.08591 0.37675 1.72273
12 H 1.05257 0.51694 -1.42522
13 H 2.51909 0.06133 -0.44195
14 H 1.18689 -1.90746 0.52065

The energy above the lowest of the compared OMol25 structures with the same formula, charge and spin is 137.8 kJ/mol. Its net charge is 0. The largest force on an atom is 0.007 Eh/bohr.


No. 11
Molecular formula: C5H8O
Method: DFT, ωB97M-V/def2-TZVPD

Geometry (Å):
1 C 0.85057 -1.04159 -2.50534
2 C 0.43702 -0.07132 -1.70080
3 C -0.21407 -0.32813 -0.39900
4 C -0.16446 0.52907 0.61770
5 C -0.63842 0.22365 2.00299
6 O -0.44177 1.29626 2.91368
7 H 0.56825 -2.09087 -2.50746
8 H 1.19640 -0.84906 -3.51345
9 H 0.37271 0.98290 -1.96818
10 H -0.53318 -1.37038 -0.36783
11 H -0.01834 1.58144 0.39420
12 H -0.09664 -0.64582 2.38533
13 H -1.71989 0.09004 1.90666
14 H 0.40183 1.69380 2.74150

The energy above the lowest of the compared OMol25 structures with the same formula, charge and spin is 212.6 kJ/mol. Its net charge is 0. The largest force on an atom is 0.036 Eh/bohr.


No. 12
Molecular formula: C5H8O
Method: DFT, ωB97M-V/def2-TZVPD

Geometry (Å):
1 C -1.69649 -0.60184 0.30867
2 C -0.66798 0.31863 -0.32035
3 C 0.64266 -0.40753 -0.68097
4 C 1.56771 -0.16973 0.54905
5 C 1.17665 1.09019 0.69200
6 O -0.15063 1.35718 0.55206
7 H -2.52267 -0.04772 0.76210
8 H -1.21780 -1.22754 1.06604
9 H -2.11227 -1.25074 -0.47547
10 H -1.14163 0.87985 -1.14116
11 H 0.59964 -1.46662 -0.78873
12 H 1.07190 0.05513 -1.59658
13 H 2.61778 -0.45261 0.55292
14 H 1.83313 1.92335 0.52041

The energy above the lowest of the compared OMol25 structures with the same formula, charge and spin is 264.3 kJ/mol. Its net charge is 0. The largest force on an atom is 0.040 Eh/bohr.


Highest occupied orbital energy / eV: -9.34; -9.36; -8.04; -8.38; -8.03; -9.72; -9.59; -9.72; -8.06; -9.07; -8.90; -8.35